[1]
Molecular formula: C4H13NO
Method: DFT, ωB97M-V/def2-TZVPD

```
! RIJCOSX wB97M-V def2-TZVPD def2/J DEFGRID3
* xyz 0 1
C 1.1976 -1.0859 -1.6121
C 1.2878 0.1929 -0.7245
N 0.0711 0.2876 0.0753
C -0.8869 1.3098 -0.3645
C -2.0846 1.4717 0.5935
H 1.4825 -1.9571 -0.9575
H 1.8282 -0.9256 -2.5534
H 0.2322 -1.4441 -1.9477
H 2.1765 -0.0627 -0.0286
H 1.5165 1.0585 -1.3303
H -0.2863 -0.6330 0.2009
H -0.4826 2.3478 -0.7014
H -1.2641 0.9131 -1.3356
H -2.8048 0.7282 0.2456
H -1.8219 1.1314 1.5859
H -2.4883 2.4557 0.7790
H 1.2845 -1.4635 1.6617
H 0.2307 -2.4277 2.2966
O 0.3419 -1.6299 1.7751
*
```

Energy relative to the best compared isomer or geometry (same formula, charge and spin) ... 39.77 kcal per mole
Lowest unoccupied orbital energy ... 0.78 eV
Kohn-Sham gap ... 0.317 Ha
SMILES string ... CCNCC.O

=====

[2]
Molecular formula: C4H13NO
Method: DFT, ωB97M-V/def2-TZVPD

```
! RIJCOSX wB97M-V def2-TZVPD def2/J DEFGRID3
* xyz 0 1
C -2.2170 0.6703 0.5078
C -1.8651 -0.3125 -0.5928
C -1.6437 -1.7661 -0.1276
H -1.4051 1.3696 0.7358
H -3.0667 1.3656 0.4751
H -2.4419 0.1387 1.4444
H -2.7508 -0.3662 -1.2415
H -1.0043 0.0343 -1.1606
H -0.5734 -1.8711 0.0674
H -1.9622 -2.4988 -0.8632
H -2.0617 -1.9895 0.8510
N 3.3984 1.2852 -0.0947
C 2.2333 0.5104 0.3592
O 1.9699 -0.4764 -0.6089
H 3.2597 1.5709 -1.0529
H 3.4703 2.1479 0.4398
H 1.3411 1.1306 0.4438
H 2.5505 0.0006 1.2740
H 2.7689 -0.9435 -0.8561
*
```

Energy relative to the best compared isomer or geometry (same formula, charge and spin) ... 23.57 kcal per mole
Lowest unoccupied orbital energy ... 0.98 eV
Kohn-Sham gap ... 0.396 Ha
SMILES string ... CCC.NCO

=====

[3]
Molecular formula: C4H13NO
Method: DFT, ωB97M-V/def2-TZVPD

```
! RIJCOSX wB97M-V def2-TZVPD def2/J DEFGRID3
* xyz 0 1
C -1.2163 1.5130 -0.7853
C -0.4803 1.5516 0.5740
C -0.2343 0.1335 1.1645
N 0.9937 -0.3609 0.5440
C 1.4333 -1.5689 1.2532
H -2.2253 1.1303 -0.8051
H -1.3687 2.5820 -1.0463
H -0.7042 0.8572 -1.4822
H 0.5294 2.0445 0.5191
H -0.9772 2.0824 1.4215
H -0.0101 0.1723 2.2506
H -1.1883 -0.4310 0.9606
H 0.6986 -0.6781 -0.4561
H 2.5200 -1.7560 1.1345
H 1.1308 -1.6214 2.3672
H 0.8204 -2.3108 0.7444
H -0.3411 -0.8149 -3.4470
H 0.4216 -0.9826 -2.0238
O 0.1979 -1.5421 -2.8876
*
```

Energy relative to the best compared isomer or geometry (same formula, charge and spin) ... 46.54 kcal per mole
Lowest unoccupied orbital energy ... 0.70 eV
Kohn-Sham gap ... 0.359 Ha
SMILES string ... CCCNC.O

=====

[4]
Molecular formula: C4H13NO
Method: DFT, ωB97M-V/def2-TZVPD

```
! RIJCOSX wB97M-V def2-TZVPD def2/J DEFGRID3
* xyz 0 1
C -1.5609 -0.7147 2.4748
C -1.7730 -0.7682 0.9491
N -1.2352 0.4065 0.3083
C -0.2607 0.4819 -0.7568
C 0.6581 1.6921 -0.5344
H -0.5235 -0.4439 2.6736
H -1.8973 -1.6492 2.9220
H -2.1960 0.0803 2.8659
H -1.2396 -1.6859 0.6796
H -2.8504 -0.8018 0.7663
H -1.9621 1.0565 0.0588
H 0.2400 -0.4706 -0.9279
H -0.6941 0.6092 -1.7646
H 0.0281 2.5578 -0.7123
H 1.1001 1.5588 0.4509
H 1.5260 1.7378 -1.1817
H 3.7627 -0.2791 -1.5154
H 2.7268 -1.3552 -1.5777
O 3.4355 -0.9716 -2.1071
*
```

Energy relative to the best compared isomer or geometry (same formula, charge and spin) ... 25.02 kcal per mole
Lowest unoccupied orbital energy ... 0.81 eV
Kohn-Sham gap ... 0.341 Ha
SMILES string ... CCNCC.O

=====

[5]
Molecular formula: C4H13NO
Method: DFT, ωB97M-V/def2-TZVPD

```
! RIJCOSX wB97M-V def2-TZVPD def2/J DEFGRID3
* xyz 0 1
C -2.2012 -0.7984 -0.6610
C -1.2799 0.3602 0.0074
N 0.1699 0.0030 0.1152
C 0.4866 -0.9172 1.1946
C 0.8126 -0.2963 -1.1964
H -3.2068 -0.7230 -0.2142
H -2.4879 -0.4351 -1.7107
H -1.6328 -1.7481 -0.7378
H -1.5098 0.5364 1.0749
H -1.2792 1.2507 -0.6678
H 0.9563 -0.3998 2.0057
H 1.2661 -1.5427 0.9382
H -0.3638 -1.5722 1.3951
H 1.8653 -0.4442 -1.0255
H 0.5030 -1.1210 -1.7155
H 0.6682 0.7158 -1.6753
H 1.7598 2.0867 1.1952
H 2.9340 2.4458 0.4157
O 2.5397 2.5994 1.2621
*
```

Energy relative to the best compared isomer or geometry (same formula, charge and spin) ... 43.09 kcal per mole
Lowest unoccupied orbital energy ... 0.83 eV
Kohn-Sham gap ... 0.340 Ha
SMILES string ... CCN(C)C.O

=====

[6]
Molecular formula: C4H13NO
Method: DFT, ωB97M-V/def2-TZVPD

```
! RIJCOSX wB97M-V def2-TZVPD def2/J DEFGRID3
* xyz 1 2
C -0.3047 3.0742 -2.5432
C -0.8813 1.6397 -2.5216
C -2.3641 1.8129 -2.1412
H -0.9717 3.6690 -3.1619
H 0.7334 3.0256 -2.9019
H -0.3878 3.5249 -1.5364
H -0.2839 0.9971 -1.8495
H -0.8580 1.1791 -3.5009
H -2.7657 0.8420 -1.7444
H -2.6255 2.5686 -1.4182
H -3.0646 2.1472 -2.9307
N 2.6704 -3.3439 3.1982
C 1.2166 -3.3572 3.3259
O 0.6420 -2.1335 2.9160
H 3.3211 -4.0775 3.4838
H 2.9691 -2.3932 3.4169
H 0.8044 -3.9814 2.5479
H 0.8196 -3.7192 4.2909
H 1.3307 -1.4743 3.0704
*
```

Energy relative to the best compared isomer or geometry (same formula, charge and spin) ... 55.20 kcal per mole
Lowest unoccupied orbital energy (spin up / spin down) ... -4.16 / -9.73 eV
Kohn-Sham gap (spin up / spin down) ... 0.317 / 0.112 Ha
⟨S²⟩ ... 0.755

=====

[7]
Molecular formula: C4H13NO2
Method: DFT, ωB97M-V/def2-TZVPD

```
! RIJCOSX wB97M-V def2-TZVPD def2/J DEFGRID3
* xyz -1 2
N 0.5406 1.3125 -0.4940
C -0.6087 2.1413 0.0659
C -1.5580 2.1769 -1.2224
C -1.5977 0.6534 -1.5836
C -0.0677 0.3903 -1.4477
H 0.9014 0.8417 0.3880
H -1.1081 1.4967 0.8058
H -0.3064 3.1154 0.4205
H -2.4751 2.7464 -1.0149
H -1.0608 2.5981 -2.1327
H -1.9319 0.2317 -0.6807
H -2.0019 0.2223 -2.5245
H 0.1729 -0.5575 -1.0559
H 0.5032 0.5056 -2.2833
H -0.2783 -1.8533 2.7700
H -1.0673 -2.7009 1.6224
O -0.2621 -2.6253 2.1243
H 2.0735 -2.6009 1.8281
H 3.4061 -3.4859 1.7705
O 3.0598 -2.6145 1.4597
*
```

Energy relative to the best compared isomer or geometry (same formula, charge and spin) ... 26.93 kcal per mole
Lowest unoccupied orbital energy (spin up / spin down) ... 3.74 / 3.65 eV
Kohn-Sham gap (spin up / spin down) ... 0.113 / 0.336 Ha
⟨S²⟩ ... 0.750

=====

[8]
Molecular formula: C4H13NO2
Method: DFT, ωB97M-V/def2-TZVPD

```
! RIJCOSX wB97M-V def2-TZVPD def2/J DEFGRID3
* xyz 0 1
N 0.8495 -0.0212 -1.8188
C -0.5479 -0.3604 -2.0619
C -3.3381 2.2086 -0.9942
C -2.0300 1.4961 -0.9746
C -1.5236 0.8189 -1.9930
H 1.2135 -0.5890 -1.0071
H 1.0803 0.9917 -1.6554
H -0.9228 -0.9760 -3.0082
H -0.9458 -1.0929 -1.2744
H -3.3655 3.3060 -1.3055
H -3.8767 2.3312 -0.0182
H -3.8755 1.6232 -1.6486
H -1.3398 1.8999 -0.1749
H -1.6900 1.2085 -2.9706
H 3.3950 -2.9142 3.1509
H 2.0506 -3.6843 2.9439
O 2.6378 -3.3090 3.6198
H 3.4579 -0.0718 2.7076
H 2.1841 -0.5064 2.0114
O 2.5280 0.0144 2.7706
*
```

Energy relative to the best compared isomer or geometry (same formula, charge and spin) ... 79.33 kcal per mole
Lowest unoccupied orbital energy ... 0.17 eV
Kohn-Sham gap ... 0.319 Ha
SMILES string ... C/C=C/CN.O.O

=====

[9]
Molecular formula: C4H13NO2
Method: DFT, ωB97M-V/def2-TZVPD

```
! RIJCOSX wB97M-V def2-TZVPD def2/J DEFGRID3
* xyz 0 1
C -0.8510 -0.5391 1.9822
C -0.4187 -0.2660 0.5553
C 0.1508 -1.4916 -0.1350
C 1.0455 -1.2084 -1.3553
O 1.8792 -0.0788 -1.1387
N -1.5354 0.3332 -0.2178
H 0.0097 -0.6248 2.6472
H -1.4702 -1.4335 2.0206
H -1.4394 0.2930 2.3693
H 0.3721 0.4793 0.5263
H 0.6984 -2.1063 0.5768
H -0.6584 -2.1479 -0.4792
H 1.6740 -2.0817 -1.5288
H 0.4075 -1.0223 -2.2196
H 1.8612 0.5006 -1.9052
H -2.4030 0.2687 0.2970
H -1.6608 -0.1275 -1.1179
H 0.0319 3.9567 -0.2260
H 1.3934 3.3469 -0.0367
O 0.9132 3.9495 -0.6144
*
```

Energy relative to the best compared isomer or geometry (same formula, charge and spin) ... 15.62 kcal per mole
Lowest unoccupied orbital energy ... 0.85 eV
Kohn-Sham gap ... 0.367 Ha
SMILES string ... C[C@H](N)CCO.O

=====

[10]
Molecular formula: C4H13NO2
Method: DFT, ωB97M-V/def2-TZVPD

```
! RIJCOSX wB97M-V def2-TZVPD def2/J DEFGRID3
* xyz 0 1
C -0.6661 -0.9596 1.8105
N 0.2658 -0.2409 0.8681
C 1.2126 0.5401 1.7560
C -0.5778 0.8166 0.1600
C -0.7030 0.5102 -1.2909
O -1.2297 1.6556 -1.9222
H -1.4170 -0.2897 2.2097
H -1.2677 -1.6402 1.2897
H -0.1236 -1.4887 2.6351
H 0.8838 0.7052 2.6947
H 1.7159 1.3707 1.1961
H 2.0718 -0.2365 1.8215
H -0.0882 1.7874 0.3463
H -1.6350 0.7954 0.5353
H -1.5931 -0.1325 -1.6345
H 0.2678 0.0747 -1.8111
H -0.7407 2.4079 -1.7464
H 2.3688 -2.1495 -1.2865
H 1.0400 -1.4425 -0.7322
O 1.3624 -2.0954 -1.3537
*
```

Energy relative to the best compared isomer or geometry (same formula, charge and spin) ... 57.21 kcal per mole
Lowest unoccupied orbital energy ... 0.79 eV
Kohn-Sham gap ... 0.382 Ha
SMILES string ... CN(C)CCO.O

=====

[11]
Molecular formula: C4H13NO2
Method: DFT, ωB97M-V/def2-TZVPD

```
! RIJCOSX wB97M-V def2-TZVPD def2/J DEFGRID3
* xyz 0 1
C 1.2926 -1.1285 0.4694
N -0.9999 -0.0452 1.9439
C -0.8035 0.1593 0.5751
C 0.2639 -0.2434 -0.1305
C -2.1211 0.7381 0.0694
H 0.9658 -2.2078 0.2502
H 2.3236 -1.1194 0.0621
H 1.3635 -1.0824 1.5385
H -1.3411 0.7274 2.5002
H -0.2036 -0.3820 2.4895
H 0.4945 0.1328 -1.1199
H -2.9634 0.4660 0.7025
H -2.3997 0.6124 -0.9905
H -1.9791 1.8017 0.0242
H 1.9395 2.3059 0.7890
H 3.4166 2.7515 0.0693
O 2.5210 2.9328 0.3523
H -1.1678 -2.1532 -2.1566
H 0.1766 -2.1875 -2.8471
O -0.7218 -2.5171 -2.9347
*
```

Energy relative to the best compared isomer or geometry (same formula, charge and spin) ... 35.67 kcal per mole
Lowest unoccupied orbital energy ... 0.62 eV
Kohn-Sham gap ... 0.327 Ha
SMILES string ... C/C=C(/C)N.O.O

=====

[12]
Molecular formula: C4H13NO2
Method: DFT, ωB97M-V/def2-TZVPD

```
! RIJCOSX wB97M-V def2-TZVPD def2/J DEFGRID3
* xyz 0 1
C 2.3373 -1.0389 0.5116
C 0.8382 -1.0726 0.3318
N 0.4841 -0.8739 -1.0734
C -0.9381 -0.9050 -1.3475
C -1.6564 0.4124 -0.9579
O -0.7268 1.4227 -0.5068
H 2.7498 -2.0123 0.2481
H 2.7427 -0.2221 -0.0832
H 2.5663 -0.8018 1.5495
H 0.3608 -1.9870 0.6895
H 0.4788 -0.2133 0.8738
H 0.9897 -1.5196 -1.6576
H -0.9996 -0.9853 -2.4325
H -1.4680 -1.7800 -0.9500
H -2.2431 0.2608 -0.0564
H -2.1390 0.8528 -1.8074
H 0.0702 1.4086 -1.0188
H -0.9559 2.5477 2.6391
H -0.0724 1.6771 1.6729
O -0.3089 1.8477 2.5899
*
```

Energy relative to the best compared isomer or geometry (same formula, charge and spin) ... 22.43 kcal per mole
Lowest unoccupied orbital energy ... 0.94 eV
Kohn-Sham gap ... 0.372 Ha
SMILES string ... CCNCCO.O

=====

no.,F_max (Eh/bohr)
1,0.064
2,0.039
3,0.089
4,0.025
5,0.094
6,0.054
7,0.068
8,0.068
9,0.016
10,0.135
11,0.049
12,0.045